73
Properties=species:S:1:pos:R:3:forces:R:3 method="wB97M-V/def2-TZVPD" s_squared=6.01 e_above_lowest_kj_mol=0.0 spin_multiplicity=5 lumo_energy_ev="-3.2 / -3.3" fmax_ev_per_a=3.96 charge=+1 e_tot_ev=-162770.67867
Fe 0.8045 -1.1350 0.8412 -0.59 -0.09 -0.94
Br -1.9432 -6.1839 -4.1779 -0.15 0.06 0.18
C -1.1613 -4.8238 -3.1070 -0.83 -0.44 1.41
C -0.0038 -4.2390 -3.5982 1.10 1.16 -1.17
C 0.6546 -3.2431 -2.8941 -0.60 0.81 0.09
C 0.1355 -2.7238 -1.6285 -0.07 -1.56 -0.34
O 0.7513 -1.7406 -1.0636 -0.46 -0.70 -0.27
C -1.0266 -3.4720 -1.0606 0.27 0.84 -0.70
C -1.6142 -3.0098 0.1534 1.81 1.26 -0.01
N -1.1281 -1.9543 0.8399 0.39 -1.85 -1.47
C -1.7897 -1.4691 1.9162 -3.25 0.62 2.17
C -3.0488 -1.9907 2.3214 1.56 -0.02 -0.50
C -3.7362 -1.4725 3.4072 -0.35 1.63 1.31
C -3.3103 -0.3020 4.0632 0.40 -1.13 -1.57
C -2.0778 0.2871 3.6891 -0.21 -0.16 -0.45
C -1.5742 1.4665 4.2905 0.43 -0.09 -0.70
C -0.2644 1.8418 4.0558 -0.90 0.51 0.90
C 0.4485 1.1457 3.0916 0.75 -1.39 -1.16
N -0.0353 0.1277 2.3452 -0.42 1.36 1.44
C -1.3037 -0.3023 2.6558 0.42 -1.40 -0.73
C -1.6740 -4.5093 -1.8588 1.61 0.61 -0.61
H 0.2841 -4.5265 -4.6499 0.06 0.40 1.42
H 1.4843 -2.6530 -3.3332 -0.51 -0.71 0.32
H -2.4586 -3.5541 0.5384 -0.28 -0.13 -0.13
H -3.4452 -2.8577 1.7725 -0.04 0.67 0.64
H -4.6636 -1.9303 3.7524 0.20 0.06 -0.26
H -3.8872 0.2098 4.7935 -0.52 0.00 0.64
H -2.2693 2.0928 4.8251 0.13 -0.08 0.67
H 0.1949 2.6596 4.6466 -0.31 -0.54 -0.78
H 1.4952 1.3994 2.9209 -0.23 -0.01 -0.18
H -2.5062 -5.1006 -1.5302 -0.39 0.18 0.50
N 1.6466 1.7642 -0.6654 -1.26 0.35 -0.16
C 2.7273 1.1462 -0.1963 -0.31 -2.20 -0.45
N 3.9390 1.6297 -0.4805 0.02 0.50 0.97
C 4.9707 1.0537 0.1593 -1.00 -1.67 -0.68
N 6.1806 1.5640 0.0063 0.84 0.96 -0.67
N 4.8803 -0.1304 0.8543 0.25 1.76 0.11
C 3.6543 -0.5556 1.0080 -0.34 0.92 -0.84
N 2.5253 -0.0818 0.4567 1.36 2.45 0.04
C 3.4930 -1.6923 1.8633 -0.50 -2.90 1.80
C 4.5895 -2.2694 2.5361 -1.47 -0.25 -0.53
C 4.4103 -3.4614 3.2269 -1.96 -0.37 -0.22
C 3.1081 -4.0171 3.2336 0.29 0.04 -1.08
C 2.0607 -3.4320 2.4602 2.00 0.00 2.23
N 2.2320 -2.2403 1.9152 1.24 0.13 -0.89
H 1.7995 2.6273 -1.1744 0.05 -0.29 0.11
H 0.6462 1.4113 -0.6856 1.75 0.16 0.04
H 6.3112 2.2723 -0.7278 -0.06 -0.51 0.90
H 6.9822 1.1706 0.4885 -0.44 0.01 -0.34
H 5.5354 -1.8135 2.4323 0.82 0.42 -0.07
H 5.2113 -4.0225 3.6893 0.08 0.32 0.13
H 2.9293 -4.9758 3.7181 0.01 0.26 -0.09
H 1.1040 -3.9146 2.4461 -0.48 0.10 -0.23
C -3.4523 3.0079 -0.5962 1.08 -0.24 -0.48
N -2.8649 3.4255 -1.8766 -0.49 -0.69 -0.60
C -3.8756 3.8783 -2.8643 -0.18 0.67 0.22
C -1.8133 2.7112 -2.4384 0.71 -0.16 0.03
S -1.4645 1.0788 -2.0259 -0.25 1.11 -0.10
N -1.0393 3.4450 -3.3127 -0.78 -0.10 0.73
C -1.0986 4.9270 -3.2842 1.60 -0.04 -0.89
C -0.2061 2.7798 -4.3514 -1.06 0.58 0.93
H -4.0061 3.8547 -0.2734 -0.30 0.89 0.68
H -2.6217 2.7607 0.0842 -0.57 0.09 -0.12
H -4.1776 2.1999 -0.6308 0.19 -0.49 -0.38
H -4.6439 3.1124 -3.0845 0.43 0.06 0.30
H -3.3539 4.0975 -3.8027 -0.45 0.10 0.28
H -4.4201 4.7876 -2.4861 0.69 -0.76 -0.38
H -1.3514 5.3586 -2.3185 -0.39 -0.49 -0.02
H -1.7351 5.3167 -4.0782 -0.16 0.12 0.14
H -0.0715 5.3278 -3.5042 -0.77 -0.57 0.06
H 0.0657 1.8226 -3.9457 0.34 -0.35 -0.01
H 0.6456 3.4151 -4.5261 0.36 0.06 -0.21
H -0.7834 2.6238 -5.2666 0.08 0.16 0.01